1.
{"formula": "C26H31BInN12O2", "method": "ωB97M-V/def2-TZVPD", "total_energy_ha": -2031.86839, "lumo_energy_ev": -3.13, "charge": 1, "homo_lumo_gap_ev": 8.28, "elements": ["In", "O", "O", "N", "N", "N", "N", "N", "N", "N", "N", "N", "N", "N", "N", "C", "C", "C", "C", "C", "C", "C", "C", "C", "C", "C", "C", "C", "C", "C", "C", "C", "C", "C", "C", "C", "C", "C", "C", "C", "C", "B", "H", "H", "H", "H", "H", "H", "H", "H", "H", "H", "H", "H", "H", "H", "H", "H", "H", "H", "H", "H", "H", "H", "H", "H", "H", "H", "H", "H", "H", "H", "H"], "xyz": [[0.12, -0.34, 0.11], [-1.82, -1.71, 3.45], [-0.15, -1.16, 2.05], [-1.81, -1.62, -0.05], [0.85, -2.34, -0.79], [2.15, 0.10, 0.88], [-0.29, 2.17, 1.54], [1.47, -2.67, -1.91], [1.31, -4.47, -0.64], [2.14, 1.33, 1.47], [2.40, -4.65, -2.69], [0.75, 1.30, -1.25], [1.10, 2.40, -0.53], [1.71, -3.93, -1.77], [-1.13, 1.35, 0.86], [-2.30, 2.46, 2.39], [3.24, 1.47, 2.24], [-0.36, 3.83, 3.42], [1.40, 3.41, -1.38], [1.85, 4.76, -0.95], [-2.51, -2.02, -1.15], [0.76, -3.44, -0.03], [-2.36, 1.52, 1.36], [3.67, -1.89, 0.83], [-4.28, -3.32, -2.20], [1.25, 2.93, -2.67], [3.56, 2.69, 3.03], [3.25, -0.53, 1.29], [-3.58, 0.86, 0.80], [-0.97, 2.85, 2.48], [-2.18, -2.02, 1.15], [0.54, 0.62, -3.63], [-3.61, -2.90, -1.03], [3.97, 0.30, 2.14], [-1.33, -1.59, 2.35], [-3.29, -2.85, 1.36], [-3.87, -2.88, -3.42], [-2.12, -1.56, -2.43], [-3.99, -3.31, 0.27], [0.84, 1.61, -2.55], [-2.79, -1.99, -3.54], [1.15, 2.42, 1.02], [-1.31, -0.85, -2.48], [2.32, -4.29, -3.63], [2.98, -2.66, 1.16], [-4.38, -3.21, -4.32], [0.10, 4.66, 2.89], [-4.83, -3.98, 0.39], [-2.49, -1.64, -4.52], [-3.54, -3.11, 2.37], [-4.35, 1.61, 0.64], [2.73, 2.95, 3.70], [1.42, 3.49, -3.58], [-0.50, 0.71, -3.95], [-5.12, -3.99, -2.11], [0.73, -0.39, -3.28], [3.74, -1.92, -0.26], [1.10, 5.26, -0.33], [4.44, 2.51, 3.63], [4.90, 0.09, 2.63], [3.75, 3.55, 2.39], [0.41, 3.35, 4.02], [0.32, -3.46, 0.95], [-3.98, 0.12, 1.50], [-3.35, 0.38, -0.15], [-3.12, 2.82, 2.99], [2.03, 5.37, -1.83], [4.65, -2.13, 1.24], [2.77, 4.70, -0.37], [1.18, 0.82, -4.49], [2.25, -5.64, -2.58], [-1.13, 4.22, 4.08], [1.52, 3.48, 1.40]]}

2.
{"formula": "C26H31BLiN5O4S", "method": "ωB97M-V/def2-TZVPD", "total_energy_ha": -2014.69604, "lumo_energy_ev": 0.38, "homo_lumo_gap_ev": 6.70, "elements": ["S", "O", "O", "O", "O", "N", "N", "N", "N", "N", "C", "C", "C", "C", "C", "C", "C", "C", "C", "C", "C", "C", "C", "C", "C", "C", "C", "C", "C", "C", "C", "C", "C", "C", "C", "C", "B", "Li", "H", "H", "H", "H", "H", "H", "H", "H", "H", "H", "H", "H", "H", "H", "H", "H", "H", "H", "H", "H", "H", "H", "H", "H", "H", "H", "H", "H", "H", "H", "H"], "xyz": [[-0.49, 0.93, 1.72], [2.63, 2.66, 0.09], [1.22, 0.26, -2.65], [-0.16, -0.43, 1.12], [0.54, 3.56, -0.14], [-0.11, -2.70, -2.49], [0.00, -1.98, -1.35], [2.39, 0.49, -4.57], [-0.66, -3.98, -0.91], [-0.50, -3.90, -2.24], [-2.86, -0.93, 4.44], [-1.87, 1.56, 0.77], [3.61, 0.10, -3.88], [-3.30, 3.38, 0.20], [2.31, 6.71, 0.55], [-1.42, 0.52, 3.20], [2.38, 0.89, -5.96], [-0.56, -7.00, 1.38], [-2.09, 1.14, 5.41], [3.79, 4.79, 0.55], [-1.07, -5.23, -0.27], [-2.83, -0.03, 5.51], [-2.22, 2.89, 0.92], [1.26, 0.54, -3.84], [1.30, -6.07, -0.05], [3.58, 6.17, 0.69], [-3.62, 1.21, -0.81], [1.20, 5.90, 0.26], [-1.37, 1.41, 4.25], [-2.15, -0.66, 3.28], [2.69, 4.01, 0.27], [-0.35, -2.80, -0.38], [-4.00, 2.54, -0.66], [-0.01, -5.77, 0.68], [-2.55, 0.71, -0.09], [1.43, 4.55, 0.13], [1.26, 2.30, -0.17], [0.65, 0.25, -0.76], [0.37, 0.86, -4.40], [-4.84, 2.93, -1.23], [4.41, 6.82, 0.91], [0.21, 6.32, 0.15], [-2.22, -0.31, -0.20], [4.41, 0.02, -4.61], [-2.01, -5.06, 0.25], [3.48, -0.86, -3.38], [-0.38, -2.54, 0.67], [-1.24, -5.93, -1.08], [-4.15, 0.57, -1.50], [-1.46, -6.78, 1.95], [2.17, 7.78, 0.66], [-0.80, -7.78, 0.65], [-2.06, 1.83, 6.24], [-3.44, -1.84, 4.52], [3.88, 0.84, -3.12], [3.36, 0.69, -6.39], [1.13, -6.82, -0.83], [-3.39, -0.25, 6.41], [0.19, -5.00, 1.44], [-1.65, 3.54, 1.56], [0.18, -7.42, 2.07], [-2.16, -1.34, 2.45], [2.05, -6.45, 0.64], [4.78, 4.36, 0.65], [-3.59, 4.42, 0.30], [1.71, -5.18, -0.53], [1.64, 0.32, -6.53], [-0.77, 2.31, 4.18], [2.17, 1.95, -6.08]]}

3.
{"formula": "C26H31ClIN2ORe", "method": "ωB97M-V/def2-TZVPD", "multiplicity": 2, "total_energy_ha": -2030.28134, "lumo_energy_ev": [2.54, 2.54], "charge": -1, "homo_lumo_gap_ev": [5.25, 6.97], "s_squared": 0.781, "elements": ["Re", "I", "Cl", "O", "N", "N", "C", "C", "C", "C", "C", "C", "C", "C", "C", "C", "C", "C", "C", "C", "C", "C", "C", "C", "C", "C", "C", "C", "C", "C", "C", "C", "H", "H", "H", "H", "H", "H", "H", "H", "H", "H", "H", "H", "H", "H", "H", "H", "H", "H", "H", "H", "H", "H", "H", "H", "H", "H", "H", "H", "H", "H", "H"], "xyz": [[-0.13, -0.70, -0.11], [5.19, -1.00, -0.32], [3.95, -2.43, 5.09], [2.03, -1.15, -0.30], [-0.13, 1.03, -0.62], [0.25, -1.98, 1.47], [-1.61, -3.68, -0.92], [4.29, -1.82, 2.48], [0.78, 1.90, 2.44], [-0.43, 2.69, 1.93], [0.35, 4.40, -1.95], [1.99, -2.23, 3.19], [-0.21, 3.21, 0.51], [-2.30, -2.45, -1.53], [-0.67, -2.42, 2.39], [0.03, 5.19, -0.86], [-3.81, -2.67, -1.55], [-1.80, -2.26, -2.98], [1.96, 1.30, -2.86], [-1.93, -1.17, -0.78], [0.99, -2.59, 4.13], [-0.33, -2.70, 3.70], [-0.21, 4.59, 0.35], [0.36, 3.02, -1.87], [3.37, -2.14, 3.46], [-0.43, 1.47, -3.70], [3.84, -1.52, 1.21], [-1.75, 1.94, 2.11], [2.48, -1.51, 0.87], [1.58, -1.93, 1.88], [0.76, 2.24, -3.11], [0.01, 2.38, -0.64], [1.68, 0.48, -2.22], [-0.50, 3.58, 2.57], [1.26, -2.78, 5.16], [1.08, 2.98, -3.85], [0.60, 1.52, 3.45], [-1.81, -4.58, -1.51], [2.78, 1.85, -2.39], [-0.53, -3.52, -0.88], [-1.68, -2.51, 2.04], [-0.11, 0.88, -4.56], [-0.84, 0.79, -2.95], [-4.05, -3.59, -2.10], [-2.33, -1.43, -3.45], [0.00, 6.27, -0.96], [-2.59, 2.55, 1.78], [-4.33, -1.84, -2.03], [5.34, -1.79, 2.72], [-1.21, 2.16, -4.01], [0.99, 1.05, 1.80], [-1.89, 1.69, 3.16], [-1.97, -3.17, -3.57], [-1.76, 1.01, 1.54], [-0.74, -2.02, -2.97], [2.32, 0.90, -3.81], [-4.20, -2.78, -0.53], [0.59, 4.87, -2.90], [1.67, 2.52, 2.46], [-2.77, -0.47, -0.80], [-1.98, -3.84, 0.10], [-1.11, -3.01, 4.38], [-0.41, 5.21, 1.22]]}

4.
{"formula": "C26H31FN4O2", "method": "ωB97M-V/def2-TZVPD", "total_energy_ha": -1478.72661, "lumo_energy_ev": 0.62, "homo_lumo_gap_ev": 8.96, "smiles": "COc1cc(CN2CCC(n3nccc3NC(=O)CCCc3ccccc3)CC2)ccc1F", "elements": ["F", "O", "O", "N", "N", "N", "N", "C", "C", "C", "C", "C", "C", "C", "C", "C", "C", "C", "C", "C", "C", "C", "C", "C", "C", "C", "C", "C", "C", "C", "C", "C", "C", "H", "H", "H", "H", "H", "H", "H", "H", "H", "H", "H", "H", "H", "H", "H", "H", "H", "H", "H", "H", "H", "H", "H", "H", "H", "H", "H", "H", "H", "H", "H"], "xyz": [[-0.03, 5.47, -1.60], [-2.10, 3.94, -0.14], [-1.11, -2.53, 0.83], [1.52, -4.11, -0.39], [1.86, -5.32, -0.83], [0.54, -0.72, -2.87], [0.89, -3.05, 1.75], [1.67, -1.65, -0.83], [-1.22, 3.45, -1.05], [0.44, 2.13, -2.89], [1.24, -4.14, 0.94], [-0.31, -2.39, 1.72], [-2.00, 5.29, 0.26], [-1.33, 2.08, -1.29], [-0.66, -0.09, -2.34], [0.20, -3.11, -2.21], [0.24, 1.48, 1.30], [-0.98, 1.46, 1.97], [0.57, 3.49, -2.68], [-1.81, -0.73, 2.92], [-0.50, 1.40, -2.17], [1.49, -3.06, -1.38], [-0.43, 3.58, 2.97], [-0.46, -1.45, 2.91], [0.78, 3.60, 2.29], [-1.93, 0.31, 1.80], [1.70, -0.66, -2.01], [1.82, -6.13, 0.21], [0.32, -2.07, -3.34], [1.44, -5.45, 1.36], [-0.24, 4.13, -1.76], [-1.30, 2.52, 2.81], [1.11, 2.55, 1.46], [-1.46, -0.26, -3.06], [1.80, 0.36, -1.62], [1.16, -2.34, -3.98], [-0.65, -2.89, -1.57], [1.44, -2.97, 2.60], [-2.96, 0.69, 1.80], [-0.59, -2.09, -3.95], [-1.02, 5.51, 0.69], [-1.94, -0.24, 3.89], [1.45, 4.44, 2.40], [2.59, -1.57, -0.25], [2.07, -7.17, 0.09], [-2.24, 2.51, 3.33], [0.51, 0.67, 0.64], [1.30, 4.07, -3.22], [2.33, -3.29, -2.05], [2.58, -0.87, -2.63], [0.82, -1.40, -0.19], [-2.77, 5.42, 1.02], [-0.36, -2.04, 3.82], [1.32, -5.83, 2.35], [0.35, -0.72, 2.88], [2.05, 2.56, 0.92], [-2.61, -1.47, 2.80], [-2.20, 5.98, -0.57], [1.07, 1.62, -3.61], [-0.70, 4.40, 3.62], [-0.99, -0.52, -1.38], [-1.76, -0.19, 0.85], [-2.09, 1.55, -0.74], [0.08, -4.11, -2.63]]}

5.
{"formula": "C26H31N2O2S3SbV", "method": "ωB97M-V/def2-TZVPD", "multiplicity": 4, "total_energy_ha": -3648.11320, "lumo_energy_ev": [0.08, 0.07], "homo_lumo_gap_ev": [7.14, 7.72], "s_squared": 3.762, "elements": ["Sb", "V", "S", "S", "S", "O", "O", "N", "N", "C", "C", "C", "C", "C", "C", "C", "C", "C", "C", "C", "C", "C", "C", "C", "C", "C", "C", "C", "C", "C", "C", "C", "C", "C", "C", "H", "H", "H", "H", "H", "H", "H", "H", "H", "H", "H", "H", "H", "H", "H", "H", "H", "H", "H", "H", "H", "H", "H", "H", "H", "H", "H", "H", "H", "H", "H"], "xyz": [[2.97, 0.37, -0.50], [0.45, -0.53, -0.07], [1.65, -3.36, -0.49], [-1.66, -1.01, 3.41], [1.01, -0.92, 2.27], [-0.30, 1.08, -0.83], [0.31, -2.64, -0.54], [-0.59, 1.29, 2.61], [0.50, 2.05, 2.20], [-5.19, 0.86, 1.04], [-3.31, 3.09, -1.08], [1.20, -5.07, -0.24], [3.41, 2.00, -1.80], [3.07, -3.60, -4.79], [-0.40, 0.04, 2.74], [-1.01, 2.92, 0.47], [0.26, 2.85, 1.24], [-1.96, 3.90, 0.72], [-2.92, 0.17, 3.99], [2.19, -3.47, -2.19], [3.43, -4.05, -2.46], [3.86, -4.12, -3.77], [1.39, -2.95, -3.19], [3.90, 1.08, 1.26], [-6.38, 0.28, 1.45], [-3.12, 3.99, -0.03], [1.34, 3.80, 0.81], [4.60, -0.92, -1.02], [-4.08, 0.83, 1.85], [-6.45, -0.33, 2.70], [-2.38, 2.11, -1.36], [-1.22, 2.00, -0.58], [-5.33, -0.36, 3.52], [1.84, -3.02, -4.50], [-4.13, 0.22, 3.10], [3.41, -3.65, -5.81], [4.25, 1.74, -2.43], [0.46, -5.36, -0.99], [4.60, -1.78, -0.35], [-2.43, 1.14, 4.06], [1.60, 3.62, -0.23], [-5.39, -0.83, 4.49], [4.05, -4.42, -1.65], [3.22, 1.73, 1.81], [-3.15, 1.30, 1.53], [-7.26, 0.31, 0.81], [4.52, -1.27, -2.05], [4.10, 0.21, 1.89], [-5.13, 1.35, 0.07], [-2.53, 1.41, -2.17], [-3.85, 4.75, 0.19], [0.79, -5.15, 0.77], [4.82, 1.59, 1.00], [2.55, 2.25, -2.42], [0.96, 4.82, 0.86], [3.67, 2.87, -1.19], [1.24, -2.61, -5.30], [0.45, -2.49, -2.94], [2.11, -5.66, -0.33], [5.54, -0.38, -0.89], [2.22, 3.71, 1.44], [-1.79, 4.59, 1.54], [-4.21, 3.16, -1.68], [-3.20, -0.15, 5.00], [-7.38, -0.78, 3.03], [4.82, -4.57, -4.00]]}

6.
{"formula": "C26H31N2O7PSTeV", "method": "ωB97M-V/def2-TZVPD", "total_energy_ha": -3596.96012, "lumo_energy_ev": -4.93, "charge": 1, "homo_lumo_gap_ev": 4.94, "elements": ["Te", "V", "S", "P", "O", "O", "O", "O", "O", "O", "O", "N", "N", "C", "C", "C", "C", "C", "C", "C", "C", "C", "C", "C", "C", "C", "C", "C", "C", "C", "C", "C", "C", "C", "C", "C", "C", "C", "C", "H", "H", "H", "H", "H", "H", "H", "H", "H", "H", "H", "H", "H", "H", "H", "H", "H", "H", "H", "H", "H", "H", "H", "H", "H", "H", "H", "H", "H", "H", "H"], "xyz": [[-4.47, -0.31, 1.94], [-0.13, -0.46, 0.06], [0.99, 2.97, 0.95], [-2.61, 0.95, 1.29], [3.91, -0.11, 3.63], [0.18, -0.68, 1.76], [-1.62, 1.40, 2.47], [0.15, -0.39, -1.53], [-1.79, 0.13, 0.26], [-2.92, 2.31, 0.51], [0.11, 2.04, 0.17], [1.85, -0.16, 0.18], [2.34, -0.20, 1.46], [0.91, -3.23, -0.09], [1.66, -1.01, 3.62], [-0.26, -2.49, -0.01], [2.02, 3.80, -0.29], [-3.99, 4.43, 0.13], [3.11, -1.22, 5.54], [-0.37, -5.27, -0.02], [2.96, -0.08, -4.50], [-1.49, -3.13, 0.07], [-0.04, 4.40, 1.34], [2.13, -1.93, 6.20], [2.68, 0.09, -0.78], [3.31, 0.12, -3.18], [1.02, -0.29, -2.54], [-1.87, 0.74, 4.82], [0.66, -0.47, -3.86], [2.35, 0.00, -2.18], [-2.16, 1.77, 3.76], [-3.84, 3.26, 1.08], [0.68, -1.76, 4.30], [2.91, -0.77, 4.24], [0.85, -4.62, -0.10], [-1.54, -4.52, 0.06], [1.39, -0.59, 2.27], [0.91, -2.22, 5.57], [1.64, -0.37, -4.84], [4.06, -1.01, 6.02], [-2.50, -5.01, 0.14], [-4.72, 5.12, 0.54], [-3.23, 1.93, 3.68], [0.16, -2.81, 6.09], [0.59, 5.19, 1.74], [1.37, -0.51, -5.88], [1.88, -2.76, -0.15], [-4.32, 4.09, -0.85], [-4.80, 2.77, 1.24], [-3.46, 3.60, 2.05], [3.67, 0.05, 2.70], [-1.69, 2.72, 4.03], [-0.25, -1.97, 3.80], [-0.77, 4.09, 2.08], [-2.36, -0.21, 4.57], [-3.04, 4.96, 0.01], [2.32, -2.29, 7.20], [2.53, 4.64, 0.18], [-2.27, 1.08, 5.78], [-2.41, -2.57, 0.15], [-0.80, 0.57, 4.93], [4.33, 0.35, -2.92], [3.71, 0.31, -0.50], [3.71, -0.01, -5.27], [-0.55, 4.72, 0.43], [-0.42, -6.35, -0.02], [1.38, 4.14, -1.10], [2.75, 3.08, -0.66], [1.77, -5.19, -0.15], [-0.37, -0.67, -4.11]]}

7.
{"formula": "C26H31NO9S2Y", "method": "ωB97M-V/def2-TZVPD", "total_energy_ha": -2576.25642, "lumo_energy_ev": 2.43, "charge": -1, "homo_lumo_gap_ev": 8.42, "elements": ["Y", "S", "S", "O", "O", "O", "O", "O", "O", "O", "O", "O", "N", "C", "C", "C", "C", "C", "C", "C", "C", "C", "C", "C", "C", "C", "C", "C", "C", "C", "C", "C", "C", "C", "C", "C", "C", "C", "C", "H", "H", "H", "H", "H", "H", "H", "H", "H", "H", "H", "H", "H", "H", "H", "H", "H", "H", "H", "H", "H", "H", "H", "H", "H", "H", "H", "H", "H", "H", "H"], "xyz": [[10.11, 9.87, 8.59], [15.16, 17.92, 7.15], [6.61, 9.23, 8.84], [9.31, 11.06, 6.80], [6.86, 7.84, 8.48], [9.87, 12.25, 4.98], [11.76, 8.39, 9.07], [7.90, 9.90, 9.05], [17.54, 18.69, 7.80], [13.51, 7.17, 8.37], [5.69, 9.41, 9.93], [9.45, 7.74, 7.91], [11.38, 9.32, 6.47], [11.08, 9.16, 11.98], [8.87, 10.20, 11.86], [10.07, 11.36, 5.80], [14.37, 16.42, 7.67], [14.20, 16.10, 9.00], [13.80, 15.59, 6.68], [12.68, 8.07, 8.20], [8.47, 6.46, 11.70], [10.26, 10.30, 11.92], [13.57, 14.88, 9.37], [12.60, 9.38, 11.91], [11.36, 10.53, 5.64], [12.69, 8.87, 6.86], [10.62, 8.26, 5.82], [12.34, 12.81, 8.68], [13.05, 14.04, 8.37], [8.34, 8.92, 11.93], [5.91, 10.04, 7.41], [10.12, 7.17, 6.78], [10.54, 7.90, 12.02], [17.41, 16.32, 8.03], [16.88, 17.68, 7.69], [7.98, 11.39, 11.82], [13.10, 14.49, 7.04], [9.15, 7.79, 11.94], [11.62, 11.83, 8.83], [5.93, 11.09, 7.63], [16.96, 15.53, 7.45], [10.80, 11.25, 11.96], [13.91, 15.90, 5.65], [12.58, 13.94, 6.25], [12.95, 9.56, 12.92], [13.28, 8.30, 6.11], [11.12, 6.98, 12.10], [6.52, 9.90, 6.51], [8.96, 5.67, 12.30], [17.18, 16.15, 9.08], [7.27, 8.81, 11.90], [9.77, 8.79, 5.31], [7.75, 11.75, 12.80], [18.49, 16.33, 7.88], [13.15, 8.52, 11.56], [4.90, 9.71, 7.19], [7.02, 11.19, 11.28], [8.53, 6.17, 10.66], [11.18, 7.78, 5.01], [7.41, 6.53, 11.97], [13.59, 14.57, 10.40], [12.86, 10.22, 11.27], [12.19, 11.18, 5.99], [10.98, 6.56, 7.11], [8.46, 7.56, 7.97], [9.43, 6.50, 6.26], [11.57, 10.39, 4.58], [13.28, 9.78, 7.09], [14.52, 16.75, 9.84], [8.40, 12.22, 11.24]]}

The calculation returns the following energy relative to the best compared isomer or geometry (same formula, charge and spin) values, one per record and in order: 4.4; 21.0; 24.8; 6.1; 5.8; 22.4; 7.4 kcal/mol.